Record 1
{"formula": "C4H7NO", "method": "ωB97M-V/def2-TZVPD", "lumo_energy_ev": 0.01, "charge": 0, "elements": ["C", "C", "C", "C", "N", "O", "H", "H", "H", "H", "H", "H", "H"], "xyz": [[-1.689587, 1.043549, 0.694974], [2.357287, -0.322944, -0.312243], [-1.143372, -1.156665, -0.611599], [0.895439, -0.163367, -0.133201], [0.134322, -1.084937, -0.635951], [-2.128903, -1.711294, -0.881258], [-0.530777, 0.789040, 0.525478], [-2.258034, 0.342870, 1.300361], [-1.612839, 1.971354, 1.263581], [-2.244664, 1.268667, -0.211448], [2.664999, -1.205640, -0.881388], [2.740332, 0.579061, -0.797680], [2.815799, -0.349694, 0.680374]], "forces_ev_per_a": [[1.421, 0.206, 0.091], [0.027, -0.473, -0.305], [-0.309, -1.412, -0.747], [0.839, 0.571, 0.305], [-0.389, 0.180, 0.086], [0.436, 0.843, 0.442], [-2.025, 0.145, 0.145], [0.086, -0.188, 0.018], [-0.113, 0.074, 0.044], [0.043, -0.058, -0.170], [0.057, 0.020, 0.015], [-0.035, 0.003, 0.104], [-0.038, 0.089, -0.028]], "nbo_charge": [-0.95, -0.74, 0.90, 0.22, -0.60, -0.44, 0.25, 0.21, 0.23, 0.21, 0.20, 0.25, 0.25]}


Record 2
{"formula": "C6H12O", "method": "ωB97M-V/def2-TZVPD", "lumo_energy_ev": [0.18, 0.67], "charge": 0, "elements": ["C", "C", "O", "C", "C", "C", "C", "H", "H", "H", "H", "H", "H", "H", "H", "H", "H", "H", "H"], "xyz": [[1.957023, -0.852351, -0.360182], [0.626088, -0.132630, -0.178571], [0.590312, 0.279617, 1.287307], [0.388931, 1.107074, -0.928254], [-1.283534, 0.951485, 1.048345], [-1.786455, -0.143778, 0.157850], [-0.589126, -1.051251, -0.215330], [2.784551, -0.138388, -0.278917], [2.001154, -1.312057, -1.352997], [2.093158, -1.632389, 0.396100], [0.940502, 1.186192, 1.258790], [1.282562, 1.699587, -1.145079], [-0.280724, 1.056122, -1.787759], [-1.377660, 0.792047, 2.122036], [-1.392494, 1.979975, 0.734749], [-2.203781, 0.307622, -0.745389], [-2.571062, -0.725398, 0.658169], [-0.713130, -1.523099, -1.196838], [-0.466319, -1.848387, 0.525979]], "forces_ev_per_a": [[0.068, -0.003, -0.113], [-0.089, -0.206, 0.471], [0.488, 0.026, -0.389], [0.260, 0.032, -0.300], [-0.685, 0.180, 0.094], [0.006, 0.049, -0.018], [-0.018, -0.055, -0.043], [-0.117, -0.121, -0.016], [-0.012, 0.081, 0.132], [-0.021, 0.099, -0.122], [-0.014, -0.185, 0.061], [-0.144, -0.014, 0.133], [0.034, -0.016, 0.209], [0.110, 0.062, -0.203], [-0.052, -0.158, 0.002], [0.033, -0.089, 0.083], [0.118, 0.076, -0.065], [0.046, 0.114, 0.150], [-0.012, 0.129, -0.066]], "nbo_charge": [-0.62, 0.20, -0.67, -0.67, -0.13, -0.48, -0.41, 0.21, 0.21, 0.21, 0.50, 0.19, 0.19, 0.19, 0.22, 0.22, 0.22, 0.22, 0.21]}


Record 3
{"formula": "C65H43ClIN4O4W", "method": "ωB97M-V/def2-TZVPD", "lumo_energy_ev": [-5.00, -5.00], "charge": 1, "elements": ["W", "C", "C", "C", "C", "C", "C", "C", "C", "C", "C", "C", "C", "C", "C", "C", "C", "C", "C", "C", "N", "C", "C", "C", "C", "C", "C", "C", "C", "C", "C", "C", "C", "N", "C", "C", "C", "C", "C", "N", "C", "C", "C", "C", "C", "C", "C", "C", "N", "H", "H", "H", "H", "H", "H", "H", "H", "H", "H", "H", "H", "H", "H", "H", "H", "H", "H", "H", "H", "H", "H", "H", "H", "H", "H", "H", "H", "Cl", "O", "O", "I", "C", "C", "C", "C", "C", "C", "C", "O", "O", "H", "H", "H", "H", "C", "C", "C", "C", "C", "C", "C", "C", "C", "C", "C", "C", "C", "C", "H", "H", "H", "H", "H", "H", "H", "H", "H", "H", "H"], "xyz": [[-0.908497, -0.185482, 1.284979], [3.289011, 3.962899, 5.845972], [2.148093, 3.416271, 6.413879], [1.333556, 2.573841, 5.673576], [1.665968, 2.253918, 4.360355], [2.810805, 2.805221, 3.794684], [3.617500, 3.657261, 4.535254], [0.744418, 1.380778, 3.528236], [-0.521645, 2.123360, 3.180790], [-0.948679, 3.368919, 3.645813], [-2.179324, 3.604014, 3.066544], [-2.474257, 2.490504, 2.259631], [-3.497018, 2.414835, 1.312339], [-4.537463, 3.474696, 1.302485], [-4.765235, 4.280831, 0.187854], [-5.793415, 5.210335, 0.186173], [-6.626122, 5.326622, 1.289126], [-6.410850, 4.524931, 2.399931], [-5.364348, 3.616611, 2.415996], [-3.595626, 1.371656, 0.389510], [-2.855863, 0.202827, 0.463321], [-3.370568, -0.617124, -0.524096], [-3.254337, -2.009784, -0.513592], [-4.020764, -2.804985, -1.510888], [-5.415119, -2.807804, -1.450995], [-6.155450, -3.553677, -2.353192], [-5.510382, -4.302882, -3.327704], [-4.125054, -4.314055, -3.383108], [-3.380392, -3.573753, -2.475907], [-2.737922, -2.677822, 0.601822], [-3.043007, -4.034390, 0.902896], [-2.608936, -4.259249, 2.169150], [-2.012845, -3.048467, 2.628256], [-2.071314, -2.078737, 1.646318], [-1.465736, -2.906890, 3.902499], [-0.776299, -1.779363, 4.306128], [-0.091400, -1.609929, 5.531688], [0.584840, -0.418371, 5.445276], [0.277077, 0.115008, 4.183419], [-0.555912, -0.683413, 3.487822], [-1.587973, -4.045288, 4.848098], [-2.813550, -4.334084, 5.442053], [-2.929913, -5.404552, 6.314779], [-1.828897, -6.203423, 6.587643], [-0.607424, -5.923394, 5.993165], [-0.483789, -4.842672, 5.133496], [-4.328398, 0.096067, -1.307037], [-4.515199, 1.298486, -0.703263], [-1.449362, 1.554871, 2.372008], [3.914419, 4.633779, 6.419676], [1.885114, 3.656814, 7.435552], [0.428809, 2.179363, 6.117921], [3.070136, 2.569080, 2.773345], [4.498866, 4.090233, 4.081317], [-0.396598, 4.024073, 4.297382], [-2.798965, 4.478255, 3.180288], [-4.129128, 4.196962, -0.684266], [-5.943155, 5.834981, -0.685115], [-7.441751, 6.037086, 1.281243], [-7.064289, 4.602379, 3.258699], [-5.195801, 2.989235, 3.282283], [-5.910544, -2.230165, -0.680329], [-7.235859, -3.550873, -2.293124], [-6.087768, -4.880020, -4.037414], [-3.623031, -4.907869, -4.135710], [-2.297698, -3.585008, -2.516936], [-3.561177, -4.710713, 0.244186], [-2.680884, -5.169114, 2.740152], [-0.091555, -2.306681, 6.353203], [1.241308, 0.018092, 6.177032], [-3.670620, -3.708516, 5.224721], [-3.883034, -5.614308, 6.781899], [-1.925537, -7.046711, 7.258341], [0.252917, -6.545671, 6.200849], [0.467296, -4.620765, 4.665173], [-4.840728, -0.291827, -2.170886], [-5.235986, 2.051898, -0.969133], [-0.177382, -1.609213, -0.417554], [0.886370, 0.012224, 1.597767], [1.506685, 1.035016, 2.344113], [-3.708891, 4.043469, -3.573176], [-1.907972, 2.912859, -3.397666], [-1.118771, 2.928998, -4.513111], [0.072369, 2.081869, -4.712650], [0.982780, 2.211790, -3.512346], [-0.820593, 1.180342, -1.739761], [-1.800991, 2.183769, -2.206839], [2.245223, 1.831414, -3.235133], [3.237250, 1.225203, -4.002851], [2.166165, 0.364441, -1.106958], [-1.385468, 3.607808, -5.314766], [0.511223, 2.177923, -5.703014], [-1.351569, 0.215940, -1.739689], [-2.638133, 2.277852, -1.525828], [-0.359731, 6.382977, -1.975290], [-1.450709, 5.856545, -1.303414], [-1.334884, 4.635337, -0.656892], [-0.124486, 3.931224, -0.663725], [0.986948, 4.508206, -1.277832], [0.856359, 5.705196, -1.960806], [-0.067761, 2.665910, 0.106246], [-0.510094, 1.453813, -0.233886], [0.369864, 1.041473, -2.728843], [1.831160, 0.634705, -2.395680], [2.690319, -0.053511, -3.531168], [1.881972, -0.764104, -4.563718], [0.628558, -0.443531, -4.845620], [-0.156249, 0.618812, -4.156928], [-0.443828, 7.335455, -2.481995], [-2.386814, 6.398367, -1.269572], [-2.165278, 4.230415, -0.095942], [1.944717, 4.017127, -1.216895], [1.715780, 6.132311, -2.462049], [0.324211, 2.827633, 1.107319], [3.104613, 0.527344, -0.956584], [3.489329, -0.674065, -3.127786], [2.376624, -1.567465, -5.095126], [0.091584, -0.998234, -5.606524], [-1.216243, 0.354693, -4.141460]], "forces_ev_per_a": [[-3.740, -2.200, 1.605], [0.053, 0.038, -0.024], [-0.049, 0.028, 0.025], [-0.003, 0.008, -0.013], [0.099, -0.085, -0.078], [-0.061, -0.033, -0.014], [-0.029, 0.014, 0.025], [-0.268, -0.157, 0.136], [0.120, -0.390, 0.145], [-0.108, 0.072, -0.104], [-0.014, -0.070, 0.116], [-0.307, 0.221, -0.394], [0.158, -0.311, -0.185], [-0.197, 0.019, -0.045], [0.089, 0.027, 0.110], [0.031, -0.039, 0.001], [-0.031, 0.027, -0.031], [-0.001, 0.041, 0.075], [0.042, -0.063, -0.059], [0.078, 0.536, 0.461], [0.562, 0.161, -0.360], [-0.201, -0.852, 0.170], [0.082, 0.359, 0.117], [-0.066, 0.018, -0.103], [0.103, -0.044, 0.015], [-0.018, 0.016, 0.000], [-0.008, 0.010, 0.017], [-0.007, -0.064, -0.070], [0.067, 0.089, 0.008], [-0.313, 0.048, -0.060], [0.018, -0.101, 0.057], [0.021, 0.074, -0.246], [0.303, -0.092, 0.434], [0.246, 0.755, -0.350], [-0.017, 0.013, -0.329], [-0.175, -0.231, -0.048], [0.020, 0.068, -0.069], [0.002, -0.021, 0.040], [0.049, 0.060, -0.223], [0.204, 0.697, -0.346], [-0.056, -0.107, 0.099], [0.038, 0.071, -0.014], [-0.023, -0.005, 0.017], [-0.019, -0.026, -0.009], [0.019, 0.001, 0.036], [0.011, 0.033, -0.057], [-0.082, 0.319, -0.071], [-0.142, -0.323, -0.022], [0.868, 0.063, -0.171], [0.009, -0.020, 0.019], [-0.020, -0.011, -0.001], [-0.001, 0.000, -0.007], [0.045, 0.022, -0.008], [0.016, -0.023, 0.000], [0.006, -0.016, 0.010], [-0.001, -0.013, -0.056], [-0.078, -0.034, 0.050], [-0.032, 0.023, 0.008], [0.001, 0.006, 0.011], [0.014, 0.021, 0.012], [-0.024, -0.004, 0.005], [-0.029, 0.002, -0.006], [-0.001, -0.009, -0.006], [0.007, -0.016, 0.000], [0.025, 0.009, 0.005], [0.012, -0.006, 0.018], [-0.012, 0.006, 0.015], [-0.029, 0.023, 0.051], [-0.030, -0.030, -0.036], [0.007, -0.002, -0.004], [-0.012, -0.012, -0.007], [-0.001, -0.011, -0.005], [0.010, 0.006, 0.014], [0.002, -0.001, -0.003], [0.009, -0.002, 0.008], [-0.072, -0.072, 0.066], [-0.010, 0.033, 0.020], [0.093, 0.389, -0.436], [2.299, 1.301, -0.204], [0.238, 0.030, 0.463], [0.278, -0.108, -0.069], [-0.790, 0.551, -0.394], [0.220, -0.178, 0.272], [0.425, 0.026, -0.168], [-0.051, 0.169, -0.052], [0.594, 0.471, -0.191], [0.308, -0.519, 0.351], [-0.358, -0.473, -0.057], [0.137, 0.477, -0.254], [-0.036, -0.198, 0.576], [-0.085, -0.001, -0.003], [-0.073, -0.007, -0.020], [-0.149, 0.131, -0.166], [0.128, 0.170, -0.034], [-0.113, -0.016, -0.029], [0.022, 0.080, -0.025], [0.077, -0.138, -0.112], [-0.072, -0.158, -0.178], [-0.083, 0.088, -0.004], [0.112, -0.006, 0.062], [0.056, 0.002, 0.166], [0.026, -0.207, -0.388], [-0.012, -0.157, 0.584], [0.030, 0.311, -0.163], [-0.482, -0.342, 0.189], [0.335, 0.056, -0.096], [-0.228, -0.088, -0.050], [-0.008, -0.069, 0.154], [0.011, -0.008, -0.018], [-0.019, 0.001, -0.011], [0.027, 0.020, 0.023], [0.079, -0.108, -0.083], [-0.003, 0.001, 0.009], [-0.090, -0.135, 0.052], [0.004, 0.005, -0.035], [0.020, 0.083, 0.058], [-0.073, -0.002, -0.070], [0.056, -0.008, -0.039], [-0.007, 0.026, 0.001]], "mulliken_charge": [2.27, -0.52, -1.14, -0.31, -0.98, -0.43, -0.98, 3.20, -0.22, -1.30, -1.49, 0.05, 1.00, 0.40, 0.88, -1.30, -0.59, -0.95, -0.26, -0.63, -0.20, 0.81, 1.13, -0.89, 0.08, -0.96, -0.44, -0.78, -0.18, 0.84, -1.72, -1.67, 0.34, 0.17, 1.35, -0.56, -1.33, -1.04, 0.09, 0.25, -0.56, 0.19, -0.87, -0.35, -0.94, 0.15, -1.22, -1.38, 0.10, 0.41, 0.42, 0.59, 0.56, 0.43, 0.65, 0.65, -0.15, 0.46, 0.42, 0.43, 0.53, 0.52, 0.41, 0.41, 0.42, 0.49, 0.55, 0.56, 0.60, 0.75, 0.46, 0.39, 0.41, 0.40, 0.48, 0.88, 0.84, -0.35, -0.57, -0.29, 0.12, -0.41, -0.81, -0.10, -0.75, 0.75, -0.56, -0.31, -0.56, -0.26, 0.53, 0.82, 0.30, 0.30, -0.67, -0.65, 0.38, -0.92, -0.02, -0.87, -0.75, 1.58, 1.33, -0.21, 0.10, -1.03, -1.35, -0.33, 0.44, 0.54, 0.31, 0.54, 0.46, 0.45, 0.36, 0.59, 0.50, 0.54, 0.71]}


Record 4
{"formula": "C19H29InN2O5SSi", "method": "ωB97M-V/def2-TZVPD", "lumo_energy_ev": 0.30, "charge": 0, "elements": ["In", "C", "C", "O", "C", "C", "C", "C", "C", "C", "O", "H", "H", "H", "H", "H", "H", "H", "C", "C", "N", "O", "C", "C", "N", "O", "H", "H", "H", "H", "H", "H", "H", "C", "S", "C", "O", "H", "H", "H", "H", "H", "H", "C", "Si", "C", "C", "C", "C", "H", "H", "H", "H", "H", "H", "H", "H", "H"], "xyz": [[-0.191719, 0.363529, 0.667610], [3.389604, 0.502305, 3.572165], [2.696368, 0.489278, 2.231942], [1.470236, 0.319880, 2.248673], [3.466019, 0.652436, 1.012708], [4.875895, 0.642523, 1.078085], [5.657253, 0.734443, -0.042412], [5.025612, 0.840433, -1.292980], [3.660334, 0.866494, -1.395287], [2.825977, 0.792044, -0.250293], [1.545101, 0.880079, -0.424428], [2.632294, 0.470949, 4.350330], [4.004968, 1.394410, 3.687535], [4.038246, -0.369255, 3.672633], [5.356614, 0.547729, 2.042456], [6.735259, 0.719097, 0.032733], [5.627662, 0.897052, -2.192002], [3.170661, 0.938750, -2.357876], [-1.271075, 2.650286, 4.369647], [-1.188019, 1.698528, 3.219418], [-0.769647, 2.057022, 2.058604], [-0.332677, 3.371178, 1.938969], [-1.618044, 0.312335, 3.384354], [-2.355675, -0.165999, 4.591324], [-1.328354, -0.491734, 2.388348], [-1.672349, -1.703988, 2.370833], [-0.554178, 3.457245, 4.255827], [-1.095422, 2.123793, 5.305738], [-2.270552, 3.088777, 4.413801], [-0.347603, 3.491201, 0.974727], [-3.093815, 0.562033, 4.931278], [-1.681217, -0.378441, 5.426414], [-2.860918, -1.094048, 4.330521], [-2.790832, 1.633641, -2.340143], [-1.263688, 2.503328, -2.037943], [-0.189811, 1.443989, -2.991220], [-0.943154, 2.248389, -0.574563], [-3.023919, 1.721458, -3.401098], [-3.561892, 2.122576, -1.748330], [-2.669373, 0.592747, -2.036062], [-0.511397, 1.489388, -4.031590], [-0.251448, 0.431461, -2.590406], [0.822612, 1.825743, -2.884240], [-1.612419, -4.722344, -2.317542], [-1.858071, -2.980329, -2.912691], [-0.915927, -2.689774, -4.495421], [-3.675426, -2.637708, -3.152062], [-1.239833, -1.800616, -1.657396], [-0.859446, -1.012928, -0.811090], [-1.995105, -5.435689, -3.051583], [-2.142387, -4.878306, -1.376146], [-0.556260, -4.938168, -2.147350], [-1.194086, -3.411955, -5.266789], [0.157419, -2.781195, -4.315956], [-1.107127, -1.687348, -4.885796], [-4.130842, -3.342149, -3.851987], [-3.844171, -1.627136, -3.530822], [-4.190262, -2.727448, -2.193189]], "forces_ev_per_a": [[0.117, 0.202, 0.023], [-0.005, 0.000, -0.004], [0.094, -0.016, -0.099], [-0.125, -0.112, 0.041], [-0.021, -0.036, 0.108], [0.013, 0.009, -0.010], [-0.043, 0.016, -0.034], [0.004, -0.021, 0.020], [0.062, 0.024, -0.001], [-0.119, 0.010, 0.060], [0.128, 0.059, -0.102], [-0.007, -0.004, -0.003], [0.002, -0.009, 0.000], [0.001, 0.005, -0.002], [-0.007, -0.004, -0.003], [0.003, -0.007, -0.006], [-0.004, 0.008, -0.005], [0.011, 0.012, -0.003], [-0.010, -0.009, 0.004], [-0.102, -0.135, -0.025], [0.016, -0.053, 0.071], [0.020, 0.006, -0.114], [0.072, 0.212, -0.068], [0.019, -0.008, 0.012], [0.001, -0.037, 0.142], [0.012, -0.039, 0.031], [0.009, 0.011, 0.003], [-0.014, 0.002, -0.008], [-0.002, 0.001, 0.002], [-0.008, -0.054, 0.061], [0.013, 0.000, 0.002], [-0.018, -0.019, 0.002], [-0.002, -0.001, 0.007], [-0.066, -0.062, 0.043], [0.121, -0.033, 0.103], [0.107, -0.002, -0.004], [-0.095, 0.110, -0.162], [-0.035, -0.033, 0.000], [-0.009, 0.004, -0.011], [-0.005, 0.020, -0.036], [-0.004, 0.022, -0.019], [0.012, 0.056, -0.102], [-0.019, 0.021, 0.007], [0.019, -0.112, 0.065], [-0.021, 0.016, -0.022], [0.071, 0.020, -0.105], [-0.110, 0.010, 0.000], [0.060, 0.137, 0.141], [-0.125, -0.177, 0.039], [0.008, -0.010, 0.018], [0.014, -0.022, -0.005], [-0.009, 0.000, -0.001], [-0.005, 0.019, 0.009], [-0.005, 0.000, -0.026], [0.013, -0.008, -0.010], [0.008, 0.012, 0.002], [-0.005, -0.003, -0.001], [-0.034, 0.004, -0.025]], "nbo_charge": [1.80, -0.71, 0.63, -0.64, -0.32, -0.12, -0.29, -0.16, -0.25, 0.43, -0.81, 0.24, 0.23, 0.24, 0.21, 0.21, 0.21, 0.20, -0.68, 0.30, -0.27, -0.57, 0.01, -0.66, -0.09, -0.52, 0.25, 0.23, 0.24, 0.50, 0.21, 0.22, 0.26, -0.83, 1.27, -0.84, -1.02, 0.23, 0.25, 0.27, 0.23, 0.28, 0.25, -1.11, 1.61, -1.10, -1.10, -0.57, -0.49, 0.23, 0.25, 0.24, 0.24, 0.24, 0.23, 0.24, 0.23, 0.25]}